(1)
C9H17F6N3O15S3V | ωB97M-V/def2-TZVPD

Structure (XYZ):
```
54
Properties=species:S:1:pos:R:3:forces:R:3
O -4.7118 1.0119 -2.5123 2.4 -0.2 -1.1
V -3.3159 0.9267 -3.2510 -2.0 2.3 -3.7
O -3.5708 1.5760 -4.7743 1.0 -2.2 5.3
C 1.2508 3.4878 -0.7385 0.4 0.7 0.1
C 0.0021 2.7773 -1.2633 -2.0 -1.4 -1.3
O 0.0885 1.5373 -1.5369 0.4 0.9 0.4
O -1.0905 3.4131 -1.4755 1.1 0.0 0.4
H 1.9275 2.8420 -0.1790 -0.4 -0.2 0.1
H 1.0684 4.4086 -0.1844 -0.5 -0.3 0.4
H 1.8806 3.8936 -1.5302 -0.2 -0.4 -0.6
C -2.2623 -3.5367 -1.5686 -0.8 -0.3 0.1
F -2.7001 -4.4932 -0.6451 0.3 2.2 -1.6
F -2.4156 -2.2625 -1.0885 0.2 -1.6 0.0
F -1.0135 -3.8045 -1.8203 0.8 0.3 0.4
S -3.1341 -3.6607 -3.2575 -3.2 0.4 0.3
O -2.8898 -5.0204 -3.6707 0.9 1.2 0.2
O -4.5557 -3.3765 -3.0469 2.0 0.6 0.1
N -2.4468 -2.2546 -4.1946 -2.2 -0.8 4.7
S -1.7844 -2.9990 -5.3344 4.8 -0.9 -4.3
O -0.5274 -3.7076 -5.0444 -1.3 1.6 0.0
O -2.6773 -3.7404 -6.1369 -1.6 -0.9 -1.2
C -1.3208 -1.5521 -6.6207 0.0 -1.5 1.6
F -0.5113 -0.6598 -5.9990 -0.3 -0.3 -0.9
F -0.6821 -2.1971 -7.6275 -0.3 1.0 0.8
F -2.3848 -0.9138 -7.1265 0.6 -0.2 0.3
O -1.3960 1.3605 6.3426 -0.7 -2.7 -1.1
S -1.4819 0.1417 5.5223 1.6 0.7 -0.7
O -0.8036 -1.1156 5.8675 -1.4 1.9 0.1
O -3.0546 -0.1504 5.2008 2.1 2.3 0.7
C -3.3501 -1.3097 4.4611 -0.3 -1.8 1.5
C -4.7734 -1.2062 3.9642 0.6 -0.1 0.4
C -0.8452 0.5960 3.8462 -0.7 -0.5 0.0
H -3.3538 -2.0609 5.2509 0.1 -0.5 -0.2
H -2.5575 -1.6474 3.7933 -0.2 0.5 -0.5
H -4.7950 -0.8883 2.9218 -0.6 -0.3 0.1
H -5.3104 -0.5243 4.6236 0.1 0.3 -0.3
H -5.1738 -2.1822 4.2385 -0.5 -0.1 -1.1
H -1.7035 0.9014 3.2476 0.0 0.3 0.2
H -0.4357 -0.2766 3.3373 0.0 -0.1 0.4
H -0.0906 1.3825 3.8461 -0.2 -0.1 0.5
C 4.9748 3.4553 4.0732 0.4 -0.7 -1.8
N 5.9755 4.2617 3.2934 1.4 0.8 0.3
O 5.7047 4.7743 2.1777 0.9 -1.4 3.2
O 7.0511 4.3106 3.9401 -1.4 0.8 -2.4
H 4.3312 4.1430 4.6217 0.0 -0.4 -0.2
H 5.5756 2.7524 4.6503 -0.3 0.6 0.4
H 4.5521 2.8499 3.2714 -1.0 0.2 0.3
C 5.3349 -0.0166 -2.3220 -0.2 0.0 0.6
N 5.8016 -0.4400 -0.9135 -0.6 0.9 1.2
O 6.6815 -1.2625 -0.8062 -0.1 -0.2 -0.8
O 5.3158 0.1273 0.0771 0.1 -0.4 -1.8
H 5.5753 1.0419 -2.4207 0.5 -0.2 0.0
H 4.2490 -0.0317 -2.4160 0.0 -0.4 0.5
H 5.7790 -0.6808 -3.0635 0.2 0.3 0.3
```
Positions in Å, forces in eV/Å.

As for the spin multiplicity: 1. The net charge is -1. As for the HOMO-LUMO gap: 4.6 eV.


(2)
C9H17F7N5O7PS2 | ωB97M-V/def2-TZVPD

Structure (XYZ):
```
48
Properties=species:S:1:pos:R:3:forces:R:3
C 4.9142 1.1729 0.7773 -0.4 0.6 0.0
C 4.5996 1.1922 -0.7270 0.4 0.3 0.7
O 4.5109 -0.0788 -1.3230 -0.2 0.1 -0.4
C 3.3034 -0.7470 -1.0228 0.2 -0.2 0.0
C 2.0877 -0.1559 -1.7640 0.1 0.4 0.0
N 0.8136 -0.1687 -1.0114 0.3 -0.7 0.2
C 0.2547 -1.5098 -0.8153 0.2 0.0 0.0
C -0.2829 -2.1495 -2.0792 -0.3 0.0 -0.5
O -1.1244 -1.6366 -2.7707 0.7 0.0 0.2
C 0.8057 0.5559 0.1482 -0.6 0.2 -0.6
N 1.0197 -0.1081 1.3476 0.1 0.1 -0.4
F 1.2733 0.8028 2.3569 -0.5 0.1 0.2
N 0.5697 1.8370 0.1118 1.2 1.2 0.5
P 0.1947 2.7770 -1.4066 -0.7 -0.6 -2.0
N 1.6316 3.6096 -1.8339 -0.2 0.2 1.3
O -0.7410 3.9786 -0.8226 0.7 -0.6 0.6
H 4.5710 0.2763 1.2854 0.1 -0.2 -0.1
H 4.3797 2.0062 1.2387 0.0 0.0 0.1
H 5.9626 1.3564 0.9840 0.2 -0.3 0.0
H 3.6893 1.7835 -0.8761 -0.2 -0.2 -0.1
H 5.3944 1.7410 -1.2242 0.0 -0.1 -0.3
H 3.1848 -0.7867 0.0617 -0.4 0.1 0.1
H 3.4363 -1.7708 -1.3612 0.1 -0.1 0.1
H 2.2685 0.8625 -2.0986 0.2 0.1 0.0
H 1.9435 -0.7296 -2.6744 -0.3 0.0 -0.1
H -0.6343 -1.3995 -0.1927 0.3 -0.2 -0.3
H 0.9164 -2.1771 -0.2553 0.3 -0.1 -0.3
H 0.0774 -3.1704 -2.3101 0.0 0.0 0.1
H 0.2136 -0.6903 1.6067 0.0 -0.2 0.3
H 0.5869 2.3279 1.0026 0.1 -0.2 0.2
H 2.4788 3.1565 -1.5038 0.1 0.0 -0.3
H 1.6394 4.5549 -1.4541 0.0 0.1 -0.1
H -0.6275 4.1196 0.1265 -0.2 0.4 0.0
C -6.3833 -2.6396 1.8895 -0.5 0.2 -0.5
F -7.0028 -3.4276 2.7617 0.2 -0.1 0.2
F -6.4073 -3.2397 0.6961 0.1 -0.1 0.0
F -7.0815 -1.5059 1.7837 0.1 0.1 0.1
S -4.6612 -2.3136 2.4375 -0.6 -0.7 0.8
O -4.0256 -3.5979 2.4603 0.2 0.1 -0.4
O -4.7889 -1.6425 3.6964 0.1 0.4 -0.2
N -4.2515 -1.3792 1.2089 1.0 0.1 0.3
S -2.7997 -0.7992 1.2021 -1.3 0.6 -0.1
O -1.7287 -1.7434 0.9576 -0.2 -0.4 0.8
O -2.5051 0.2221 2.1704 0.3 0.0 0.0
C -2.9163 0.1124 -0.3799 -0.8 0.3 -1.2
F -3.8451 1.0636 -0.3548 0.1 0.0 0.4
F -3.1832 -0.6686 -1.4245 0.1 -0.1 0.5
F -1.7313 0.7271 -0.6256 -0.3 -0.2 0.3
```
Positions in Å, forces in eV/Å.

As for the spin multiplicity: 1. The net charge is 0. As for the HOMO-LUMO gap: 8.1 eV.


(3)
C9H17FNO | ωB97M-V/def2-TZVPD

Structure (XYZ):
```
29
Properties=species:S:1:pos:R:3:forces:R:3
N 0.9429 -0.1315 -0.2011 0.7 -0.2 0.4
C -0.0621 -0.1190 -0.9692 0.2 0.2 0.1
C -1.0178 1.0132 -1.1208 -0.7 -0.5 -0.2
C -2.4117 0.5579 -1.4944 0.2 -0.1 -0.1
C -2.9245 -0.2403 -0.3135 0.0 0.4 -0.7
C -4.4104 -0.6086 -0.3400 0.8 0.1 0.4
C -5.3600 0.4196 -0.8619 -0.6 -0.3 0.4
F -5.3336 0.5608 -2.2315 0.0 0.2 -0.4
H 0.9636 0.7577 0.3059 0.0 0.0 0.1
H -0.2224 -1.0125 -1.5566 -0.2 -0.2 -0.4
H -0.5943 1.6680 -1.8797 0.0 0.3 -0.1
H -1.0133 1.5281 -0.1352 0.3 0.3 0.2
H -3.0066 1.4646 -1.6209 -0.3 0.1 -0.1
H -2.3783 -1.1785 -0.2928 0.2 -0.3 0.3
H -2.6662 0.2730 0.6429 -0.2 0.0 0.3
H -4.5456 -1.5510 -0.8483 -0.2 -0.3 -0.5
H -4.7101 -0.7872 0.6917 -0.3 -0.1 0.3
H -6.3761 0.1054 -0.6143 -0.2 0.0 0.0
H -5.2053 1.3812 -0.3860 0.3 0.4 -0.1
C 6.2052 0.1416 1.2970 0.1 0.0 0.2
C 4.9761 -0.4545 1.9490 -0.1 -0.1 0.0
O 4.8856 -0.5275 3.1545 0.1 0.0 0.0
C 3.8900 -0.9392 1.0258 0.1 0.0 0.4
H 6.9108 0.4536 2.0645 0.0 0.0 0.0
H 6.6809 -0.5988 0.6520 -0.1 0.1 -0.1
H 5.9246 1.0067 0.6946 0.0 -0.1 -0.1
H 4.2801 -1.7222 0.3726 0.0 0.1 -0.1
H 3.5157 -0.1216 0.4120 0.0 -0.1 -0.1
H 3.0630 -1.3390 1.6039 -0.1 0.0 0.0
```
Positions in Å, forces in eV/Å.

As for the spin multiplicity: 1. The net charge is -1. As for the HOMO-LUMO gap: 4.2 eV.


(4)
C9H17IO6S | ωB97M-V/def2-TZVPD

Structure (XYZ):
```
34
Properties=species:S:1:pos:R:3:forces:R:3
O 3.8124 0.5429 -1.6441 -0.5 0.6 0.0
C 3.3206 1.6380 -1.6008 0.5 -1.0 -0.1
O 3.0050 2.3622 -2.7053 -0.4 0.3 0.3
C 1.8625 1.9142 -3.4583 0.0 -0.3 -0.1
C 0.5671 2.7063 -3.1800 0.1 0.0 -0.3
C 0.7284 3.9660 -2.3276 -0.2 0.1 0.2
C 0.4258 3.7700 -0.8336 0.1 0.4 -0.2
O 0.5510 2.3759 -0.5057 0.2 0.1 0.1
S 0.0145 1.9902 0.9751 -0.2 -0.5 0.5
O -1.4006 1.7243 0.8463 0.1 0.4 0.0
O 0.7599 0.5733 1.0475 -0.1 0.1 -0.6
I 0.2173 -0.7143 -0.4276 0.2 -0.1 0.2
H 3.1002 2.1457 -0.6571 0.2 0.2 0.0
H 1.7113 0.8540 -3.2491 0.0 0.0 0.0
H 2.1384 1.9996 -4.5080 0.1 0.1 0.1
H -0.1690 2.0319 -2.7453 0.0 0.1 0.1
H 0.1637 3.0097 -4.1480 0.0 0.0 0.0
H 0.0295 4.7195 -2.6948 0.0 0.0 0.0
H 1.7235 4.3902 -2.4394 0.1 -0.1 -0.1
H -0.5751 4.1359 -0.5931 -0.1 -0.3 0.0
H 1.1275 4.3529 -0.2309 0.0 -0.1 0.1
C -2.1809 -4.8722 2.5872 0.1 0.0 0.0
C -1.6415 -4.0412 3.7505 -0.1 0.0 0.0
C -0.8476 -2.9673 3.0173 0.0 0.0 0.0
O -1.5140 -2.7589 1.7714 0.0 0.0 0.0
C -2.4736 -3.7926 1.5524 0.0 0.0 0.1
H -3.0606 -5.4622 2.8389 0.0 0.0 0.0
H -1.4083 -5.5507 2.2196 0.0 0.0 0.0
H -2.4674 -3.5898 4.3041 0.0 0.0 0.0
H -1.0320 -4.6092 4.4514 0.0 0.0 0.0
H 0.1782 -3.2973 2.8187 0.0 0.0 0.0
H -0.8062 -2.0209 3.5573 0.0 0.0 0.0
H -3.4784 -3.3775 1.6857 0.0 0.0 0.0
H -2.3817 -4.1489 0.5253 0.0 0.0 0.0
```
Positions in Å, forces in eV/Å.

As for the spin multiplicity: 1. The net charge is 0. As for the HOMO-LUMO gap: 8.3 eV.


(5)
C9H17N2 | ωB97M-V/def2-TZVPD

Structure (XYZ):
```
28
Properties=species:S:1:pos:R:3:forces:R:3
C 1.2820 -2.0873 0.5445 2.7 -1.6 -1.1
C 0.1764 -1.2538 0.6397 -3.3 1.1 2.8
C 2.5170 -1.7057 0.0485 -1.5 -3.2 0.5
C 2.2782 0.6129 -0.0401 1.8 0.3 1.5
C -0.5599 -0.6899 -0.3214 0.9 -0.3 -0.3
C 0.0515 -0.8467 -1.6623 0.3 1.3 1.4
C -2.9742 -1.1121 0.0163 -0.1 -0.9 -2.8
C -1.8274 1.0791 1.0351 -1.2 -2.0 1.3
C -1.9237 -0.0229 -0.1239 0.9 1.7 0.6
N 2.9380 -0.4602 -0.0694 -0.1 3.5 -1.0
N 3.1060 1.9453 0.0837 1.1 0.0 1.0
H 1.1171 -3.1596 0.8359 0.4 1.1 -0.2
H -0.3335 -1.2513 1.6170 0.3 -0.2 0.0
H 3.2741 -2.4284 -0.2494 -0.2 -0.1 0.5
H 1.3962 0.9736 0.4826 -0.9 -0.9 -0.6
H 0.8534 -0.0913 -1.7059 0.3 -0.3 -0.2
H -0.6546 -0.4545 -2.2829 -1.8 0.3 -2.7
H 0.3852 -1.8407 -1.8458 0.3 -0.5 -0.5
H -2.6228 -2.0061 -0.6330 -0.8 1.3 1.1
H -3.9836 -0.8382 -0.3615 0.7 0.1 0.2
H -3.0917 -1.4240 1.0018 0.0 -0.7 1.8
H -2.6666 0.9347 1.8394 1.7 0.3 -1.4
H -1.8917 2.0651 0.6628 -0.6 1.0 -0.7
H -0.8333 1.0910 1.4988 -0.3 -0.5 0.3
H -2.1967 0.5968 -0.9926 0.5 -0.6 -0.2
H 3.1965 2.1697 1.1164 -0.4 -0.1 -1.4
H 2.5027 2.6114 -0.3796 0.1 0.7 0.1
H 4.0782 2.0552 -0.2756 -0.8 -0.7 -0.2
```
Positions in Å, forces in eV/Å.

Its energy above the lowest of the compared OMol25 structures with the same formula, charge and spin is 433.4 kJ/mol. As for the spin multiplicity: 1. The SMILES is C\C(=C/C=C\N=C\[NH3+])C(C)C. The net charge is +1. As for the HOMO-LUMO gap: 8.0 eV.


(6)
C9H17N3O | ωB97M-V/def2-TZVPD

Structure (XYZ):
```
30
Properties=species:S:1:pos:R:3:forces:R:3
C -1.7065 -2.7694 2.1679 0.2 -0.4 -0.7
C -2.0647 -0.3639 1.4218 0.0 -0.1 0.2
C -2.0410 -1.7074 1.1551 0.0 -0.5 -0.3
C -3.2537 -0.8365 -0.4212 1.1 0.0 2.4
N -2.8797 0.1429 0.4781 -1.4 0.7 -3.2
N -2.7792 -1.9919 0.0115 0.0 0.2 -0.3
H -1.6873 0.2708 2.2041 0.1 -0.3 0.1
H -3.0957 1.0563 0.1135 0.6 0.6 1.0
H -2.6555 -2.7521 2.6902 0.3 -0.5 1.2
H -0.7836 -2.6169 2.7410 -0.6 0.6 0.3
H -3.8696 -0.5133 -1.2515 0.1 -0.8 -0.1
H -1.5645 -3.7965 1.8120 -0.3 0.4 -0.6
C 1.2840 -0.1076 -0.8482 -1.7 -3.9 0.6
C 2.0485 -1.1072 0.0757 0.0 1.6 0.8
C 3.3600 0.5450 -1.9419 0.6 3.9 2.1
C 0.3084 2.4446 -0.3419 -0.1 1.9 0.0
C 1.7659 2.1254 -0.4469 2.9 -2.5 -1.7
O 2.7116 2.5413 0.1556 -0.2 1.4 0.6
N 2.0606 0.9832 -1.4124 -3.2 0.7 1.5
H 0.8595 -0.7506 -1.6303 0.3 0.1 -0.5
H 0.3239 -0.0402 -0.2194 1.3 1.5 -1.0
H 2.3147 -0.5749 1.0013 0.3 0.2 -0.2
H 2.9870 -1.3955 -0.3869 -0.2 -0.8 0.1
H 3.8414 1.5037 -2.1679 -0.2 0.1 -1.1
H -0.0751 2.4376 0.6729 0.1 -1.1 0.3
H 1.3742 -1.8683 0.5011 0.4 -0.2 -1.0
H 4.0892 0.4033 -1.1329 -0.2 -1.7 -0.1
H 3.3229 -0.0547 -2.8338 -0.2 -0.6 0.2
H 0.0609 3.5330 -0.4913 0.8 -0.8 -0.8
H -0.1632 1.8083 -1.0705 -0.8 0.1 0.1
```
Positions in Å, forces in eV/Å.

Its energy above the lowest of the compared OMol25 structures with the same formula, charge and spin is 245.9 kJ/mol. As for the spin multiplicity: 1. The SMILES is CCN(C)C(C)=O.Cc1c[nH]cn1. The net charge is 0. As for the HOMO-LUMO gap: 9.2 eV.


(7)
C9H17N4 | ωB97M-V/def2-TZVPD

Structure (XYZ):
```
30
Properties=species:S:1:pos:R:3:forces:R:3
C -2.2904 0.2727 -0.5512 -0.3 0.2 2.5
C -0.5582 -0.9236 0.1913 0.8 -0.2 0.3
C -0.2390 0.2979 -0.7072 0.2 0.3 1.0
C -0.0532 0.4228 2.3069 0.2 -0.2 0.0
C -0.5053 -2.0519 2.3983 0.2 0.1 -0.1
C 1.7301 -0.1179 -2.1985 -0.1 0.1 0.1
C 1.2419 2.2190 -1.3744 0.0 -0.2 0.1
C 0.1036 -0.9115 1.5842 -0.2 0.1 -0.1
C 1.1522 0.7261 -1.0632 0.2 0.2 -0.3
N -2.2248 -0.1618 -2.1268 -0.5 -0.9 -3.0
N -1.0774 -0.2166 -2.2434 -0.3 -0.2 -0.5
N -2.0228 -0.8110 0.1652 -0.5 0.7 0.1
N -1.2371 1.1747 -0.3292 0.7 0.0 0.2
H -0.3158 -1.8777 -0.2907 -0.1 0.1 0.0
H -1.1013 0.6715 2.4502 -0.1 0.0 0.0
H 0.4211 1.2380 1.7680 0.1 0.1 0.0
H 0.4146 0.3509 3.2848 0.0 0.0 0.1
H 0.0378 -2.1571 3.3320 0.0 -0.1 0.1
H -0.4465 -2.9974 1.8645 0.0 -0.2 0.0
H -1.5456 -1.8457 2.6354 -0.1 0.0 0.1
H 1.1701 0.0500 -3.1164 0.1 0.0 0.0
H 1.7051 -1.1769 -1.9575 0.0 -0.2 0.0
H 2.7626 0.1664 -2.3758 0.1 0.0 0.0
H 0.6931 2.4728 -2.2792 -0.1 0.0 -0.1
H 2.2843 2.4803 -1.5374 0.0 0.1 0.0
H 0.8776 2.8198 -0.5444 0.0 0.1 0.1
H 1.1680 -1.1200 1.4356 -0.1 0.0 -0.1
H 1.7512 0.5341 -0.1638 -0.1 0.0 0.0
H -2.6217 -1.6237 0.1905 0.0 0.0 -0.4
H -1.2743 2.0959 -0.7480 -0.1 0.0 0.0
```
Positions in Å, forces in eV/Å.

Its energy above the lowest of the compared OMol25 structures with the same formula, charge and spin is 309.9 kJ/mol. As for the spin multiplicity: 1. The SMILES is CC(C)[C@H]1NC2=[NH+][C@]1(C(C)C)N=N2. The net charge is +1. As for the HOMO-LUMO gap (spin up / spin down): 7.9 / 7.9 eV.


no.,M (g mol⁻¹)
1,668.37
2,535.36
3,174.24
4,380.20
5,153.25
6,183.26
7,181.26